1.
Formula: C2H11NO3
Source: OMol25
Level of theory: wB97M-V/def2-TZVPD

```
17
Properties=species:S:1:pos:R:3:forces:R:3:mulliken_charge:R:1
C 0.38185 1.52422 -0.02565 1.7 -0.6 0.7 -0.539
N 0.92599 0.47431 -0.85989 -2.1 -0.6 2.0 -0.074
C 1.30607 -0.67164 -0.14081 3.4 0.5 -2.4 -0.652
O -1.26509 -0.16309 -1.91055 1.2 0.3 -0.1 -0.808
H 0.29878 2.47569 -0.52962 -0.4 0.0 -0.3 0.271
H -0.54446 1.11872 0.43519 -0.1 0.4 -0.3 0.243
H 1.08957 1.57235 0.81055 -0.3 0.4 0.3 0.315
H 0.11951 0.25212 -1.56716 -1.3 -0.6 -1.9 0.397
H 0.50034 -1.20866 0.40211 -0.9 0.0 1.5 0.351
H 2.13705 -0.46528 0.53212 -0.7 0.4 0.8 0.359
H 1.77752 -1.38679 -0.83307 -0.7 -0.1 -0.2 0.319
H -1.31923 -0.66701 1.12573 0.2 -0.1 0.1 0.271
H -2.05725 -0.39851 -0.26504 0.6 0.1 -1.8 0.461
O -2.15602 -0.56736 0.64886 -1.0 0.1 2.0 -0.671
H -1.37887 -0.11591 -2.88143 0.2 0.0 0.7 0.240
H 0.05794 -1.13327 2.92937 -0.1 -1.2 0.9 0.174
O 0.12630 -0.63988 2.12929 0.2 1.1 -1.7 -0.657
```
Positions in Å, forces in eV/Å.

As for the charge: 0. As for the gap between HOMO and LUMO: 0.18155 hartree. The value obtained for the relative energy (zero: lowest compared OMol25 entry of this formula, charge and spin) is 178.5 kcal/mol. For the energy, the calculation gives -9877.4615 eV. The calculation puts the molar mass at 97.1 g mol⁻¹.



2.
Formula: C2H11NO3
Source: OMol25
Level of theory: wB97M-V/def2-TZVPD

```
17
Properties=species:S:1:pos:R:3:forces:R:3:mulliken_charge:R:1
C -1.83155 0.62002 -1.12094 -0.6 0.2 0.5 -0.776
N -0.80946 -0.36740 -1.24779 1.6 0.3 -1.9 -0.206
C -0.77572 -1.49015 -0.46409 1.9 -1.2 -0.8 -0.351
O 0.27431 -1.49506 0.44501 0.2 -3.6 0.9 -0.476
H -2.85265 0.22895 -0.82668 1.3 -0.1 -0.4 0.252
H -1.91511 0.99892 -2.10457 -0.6 1.1 -0.9 0.352
H -1.62719 1.44756 -0.41524 0.1 -0.2 -0.2 0.215
H 0.04717 -0.27073 -1.87628 -2.2 0.4 1.2 0.199
H -1.67013 -1.57253 0.04105 -2.2 -0.3 1.2 0.328
H -0.59268 -2.42603 -1.02560 -0.4 0.3 -0.1 0.220
H 0.67120 -0.69234 0.59816 0.7 3.1 0.1 0.225
H 1.63552 2.60122 -0.24817 -0.4 0.9 0.5 0.306
H 2.10036 1.94674 -1.50919 0.1 -0.2 0.0 0.296
O 1.95487 1.77504 -0.57296 0.3 -0.8 -0.4 -0.594
H 0.48560 1.09689 2.30587 0.0 0.1 0.0 0.304
H 1.45240 -0.07902 2.23583 -0.3 0.2 0.5 0.327
O 0.71773 0.28413 2.76163 0.5 -0.1 -0.3 -0.620
```
Positions in Å, forces in eV/Å.

As for the charge: 0. As for the gap between HOMO and LUMO: 0.32437 hartree. The value obtained for the relative energy (zero: lowest compared OMol25 entry of this formula, charge and spin) is 38.0 kcal/mol. For the energy, the calculation gives -9883.5506 eV. The calculation puts the molar mass at 97.1 g mol⁻¹. As for the SMILES: CNCO.O.O.



3.
Formula: C2H12BCrIO2
Source: OMol25
Level of theory: wB97M-V/def2-TZVPD

```
19
Properties=species:S:1:pos:R:3:forces:R:3:lowdin_spin:R:1
Cr 5.21470 4.77309 -21.77919 6.9 -13.3 -2.3 2.777
B 4.75435 6.22629 -22.21265 -2.0 12.5 -5.3 0.054
H 5.28661 5.74723 -23.01976 2.6 -0.8 -4.8 0.038
H 4.47984 7.24159 -22.45358 -1.2 3.1 -0.4 0.006
H 3.82392 5.71717 -22.01427 -4.0 -2.1 0.3 0.005
H 5.40831 6.13610 -21.35916 3.4 2.8 4.2 0.028
I 3.86069 4.65062 -20.17992 -0.1 -4.7 5.1 0.087
C 3.21894 3.70362 -16.96752 -0.7 -0.4 0.0 0.001
O 2.59726 4.76346 -17.72965 3.6 -3.0 3.2 -0.013
H 2.57756 3.62457 -16.08975 0.6 0.0 0.2 0.000
H 3.11966 2.74965 -17.48538 -0.1 -0.1 -0.2 0.000
H 4.28146 3.82402 -16.75623 -0.1 0.5 0.3 0.000
H 2.95167 4.68605 -18.61846 -1.3 0.1 2.3 0.000
C 1.07437 5.80314 -18.85232 -2.7 0.5 -0.9 0.000
O 1.60396 6.17276 -20.10736 -0.2 1.7 -0.7 0.013
H 0.07393 6.23392 -18.81145 0.0 -0.1 0.0 0.000
H 1.02028 4.71584 -18.90673 -1.1 0.2 0.3 0.000
H 1.67091 6.03958 -17.97122 -1.1 1.5 -0.9 0.000
H 2.33052 5.57240 -20.28976 -2.6 1.6 -0.3 0.006
```
Positions in Å, forces in eV/Å.

As for the charge: +1. Its spin multiplicity is 4. As for the gap between HOMO and LUMO (alpha / beta): 0.21706 / 0.22044 hartree. For the energy, the calculation gives -43540.5794 eV. The calculation puts the molar mass at 257.8 g mol⁻¹.



4.
Formula: C2H12N2O2
Source: OMol25
Level of theory: wB97M-V/def2-TZVPD

```
18
Properties=species:S:1:pos:R:3:forces:R:3:lowdin_spin:R:1
N 2.74260 -0.28432 -1.09205 -0.4 -1.4 1.2 0.017
C 2.39705 -0.07793 0.32913 -0.2 -0.1 -0.3 0.088
C 1.90465 1.33705 0.59006 -0.3 0.5 -0.6 0.068
N 0.60051 1.60734 0.07175 -2.2 0.5 -0.4 0.056
H 3.28800 0.48190 -1.35064 0.9 1.3 -1.0 0.003
H 1.92712 -0.35826 -1.68005 -0.2 0.2 0.0 0.027
H 3.27534 -0.30960 0.93599 0.0 -0.1 0.0 0.006
H 1.58186 -0.76999 0.54248 0.2 -0.1 0.4 0.043
H 1.82559 1.71450 1.60146 0.4 -0.6 0.7 0.017
H 2.55742 2.08030 0.12219 0.5 -0.2 -0.1 0.003
H -0.18183 1.25821 0.61851 0.4 -0.1 0.5 0.085
H 0.31816 1.34063 -0.86346 0.9 -0.1 -0.2 0.040
H -4.12937 -0.72089 -4.50639 -0.1 0.1 0.4 0.020
H -3.21249 -0.59943 -5.65448 0.3 0.2 -0.1 0.019
O -3.45890 -0.12297 -4.85310 -0.2 -0.4 -0.3 0.101
H -3.58995 -1.44708 5.13102 0.1 0.2 -0.1 0.075
H -3.76328 -2.88220 4.70634 0.1 -0.2 -0.3 0.053
O -4.08249 -2.24726 5.35123 -0.2 0.1 0.3 0.280
```
Positions in Å, forces in eV/Å.

As for the charge: -1. Its spin multiplicity is 2. As for the gap between HOMO and LUMO (alpha / beta): 0.06885 / 0.33122 hartree. The value obtained for the relative energy (zero: lowest compared OMol25 entry of this formula, charge and spin) is 20.5 kcal/mol. For the energy, the calculation gives -9341.9863 eV. The calculation puts the molar mass at 96.1 g mol⁻¹.



5.
Formula: C2H12N2O3
Source: OMol25
Level of theory: wB97M-V/def2-TZVPD

```
19
Properties=species:S:1:pos:R:3:forces:R:3:lowdin_spin:R:1
C 3.08228 1.77898 -0.96937 -2.9 -0.3 -2.6 0.038
N 1.61377 1.59839 -0.50260 3.4 1.1 1.7 0.452
C 1.38340 2.01215 0.80687 -2.3 -4.3 -0.6 -0.040
N 0.21257 1.62780 1.38880 1.7 1.3 -2.0 0.497
H 3.00231 1.13060 -1.90796 1.4 -0.2 1.8 0.003
H 3.71674 1.62175 -0.09934 0.4 -0.2 -0.7 0.010
H 3.21657 2.70376 -1.56510 -0.1 0.3 1.3 0.019
H 1.33359 0.77626 -1.05666 -2.0 0.6 0.7 0.010
H 2.29340 2.03988 1.39901 0.1 1.6 0.0 -0.003
H 0.16305 1.97317 2.34307 0.1 -0.1 0.4 0.015
H -4.92705 -2.69835 0.15667 -0.5 -0.7 -0.7 0.000
H -3.62906 -2.90308 0.56461 2.3 0.2 1.2 0.000
O -4.21391 -3.33879 -0.01609 -1.7 0.6 -0.5 0.000
H -1.92815 -0.81694 -1.63564 0.9 0.3 0.6 0.000
H -1.14332 0.44974 -1.04928 -0.4 -2.6 -0.3 -0.001
O -1.10019 -0.56906 -1.15368 -0.5 2.5 -0.2 -0.001
H -0.84568 -1.75202 0.81299 -1.4 -0.9 0.6 0.000
H -0.83055 -3.19628 1.19465 0.1 -0.8 0.1 0.000
O -1.39977 -2.43797 1.28904 1.1 1.7 -0.8 0.000
```
Positions in Å, forces in eV/Å.

As for the charge: +1. Its spin multiplicity is 2. As for the gap between HOMO and LUMO (alpha / beta): 0.27855 / 0.16001 hartree. The value obtained for the relative energy (zero: lowest compared OMol25 entry of this formula, charge and spin) is 82.2 kcal/mol. For the energy, the calculation gives -11380.2176 eV. The calculation puts the molar mass at 112.1 g mol⁻¹.



6.
Formula: C2H12N2O4
Source: OMol25
Level of theory: wB97M-V/def2-TZVPD

```
20
Properties=species:S:1:pos:R:3:forces:R:3:mulliken_charge:R:1
C 2.13876 0.87621 0.30345 0.0 0.6 -1.4 -0.824
N 0.89344 1.57174 -0.02749 0.7 -0.4 0.4 -0.189
C -0.24213 1.13314 0.55390 -1.0 0.2 -0.2 0.739
N -1.38214 1.87668 0.33011 0.5 -0.1 -0.1 -0.414
O -0.30156 0.11470 1.23949 0.4 0.4 0.2 -0.696
H 2.31868 0.87740 1.37250 0.1 -0.3 0.0 0.269
H 2.94133 1.36423 -0.25442 0.0 0.4 0.4 0.351
H 2.13681 -0.08452 -0.18596 -0.2 -0.8 0.5 0.245
H 0.93960 2.37271 -0.63069 -0.3 0.0 0.2 0.188
H -1.42039 2.58012 -0.38315 -0.1 0.2 0.2 0.158
H -2.13112 1.75779 0.98528 -0.1 0.0 -0.2 0.221
H -2.21098 -0.98695 1.54395 0.3 0.2 0.2 0.341
H -1.78404 -2.46956 1.64145 -0.1 0.1 0.3 0.347
O -2.25727 -1.76610 2.10566 -0.3 -0.5 0.0 -0.594
H -0.05905 -1.42815 -0.46830 0.1 0.0 -0.5 0.419
H -1.33780 -1.63972 0.13543 -0.4 0.0 -0.5 0.056
O -0.93831 -1.73603 -0.73916 0.4 -0.1 0.6 -0.623
H 1.38046 -2.04278 -2.49704 0.7 0.3 -0.1 0.323
H 0.17876 -1.26695 -2.51117 -0.1 0.8 0.0 0.344
O 1.13695 -1.10395 -2.51384 -0.5 -1.0 0.0 -0.661
```
Positions in Å, forces in eV/Å.

As for the charge: 0. As for the gap between HOMO and LUMO: 0.38810 hartree. The value obtained for the relative energy (zero: lowest compared OMol25 entry of this formula, charge and spin) is 23.3 kcal/mol. For the energy, the calculation gives -13439.4089 eV. The calculation puts the molar mass at 128.1 g mol⁻¹. As for the SMILES: CNC(N)=O.O.O.O.



7.
Formula: C2H12N2O4
Source: OMol25
Level of theory: wB97M-V/def2-TZVPD

```
20
Properties=species:S:1:pos:R:3:forces:R:3:mulliken_charge:R:1
N 0.79736 -1.15934 -0.77239 -1.2 0.2 0.1 -0.543
C 0.77429 -0.19286 0.34054 0.8 -2.5 1.9 -0.184
C -0.45202 0.64948 0.21185 -1.0 3.3 0.7 0.262
N -0.48405 1.64490 -0.77493 1.6 -0.9 -0.3 -0.379
O -1.35424 0.57833 1.05852 0.8 -0.2 -1.3 -0.630
H 1.67031 -1.63761 -0.82787 0.5 -0.3 0.0 0.220
H 0.05897 -1.83726 -0.66950 -0.1 -0.4 0.1 0.191
H 0.63102 -0.57525 1.49919 0.6 0.3 -3.2 0.125
H 1.81594 0.15818 0.24448 -0.9 1.3 0.5 0.446
H 0.34183 1.77255 -1.41090 -1.3 -0.4 1.0 0.278
H -1.16464 2.39455 -0.77852 0.0 -0.5 0.3 0.228
H 0.27413 1.15813 3.27176 -1.2 -1.1 0.1 0.312
H 1.27014 2.10650 3.07799 0.9 -1.0 -0.5 0.298
O 1.16418 1.13060 2.93974 0.3 2.3 0.5 -0.614
H -2.04446 -2.84170 1.37216 0.1 0.6 -0.8 0.308
H -2.30331 -1.76595 0.23155 0.3 -0.5 0.6 0.308
O -1.72464 -2.49983 0.51228 -0.4 -0.1 0.2 -0.640
H -0.24243 0.64511 -3.57523 -4.3 1.5 -1.8 0.323
H 0.36996 -0.17688 -2.58832 1.4 0.8 -1.1 0.370
O 0.60167 0.44835 -3.36240 3.1 -2.4 2.9 -0.680
```
Positions in Å, forces in eV/Å.

As for the charge: 0. As for the gap between HOMO and LUMO: 0.37315 hartree. The value obtained for the relative energy (zero: lowest compared OMol25 entry of this formula, charge and spin) is 45.5 kcal/mol. For the energy, the calculation gives -13438.4429 eV. The calculation puts the molar mass at 128.1 g mol⁻¹. As for the SMILES: NCC(N)=O.O.O.O.